{"formula": "C5H9NO", "method": "ωB97M-V with the def2-TZVPD basis set", "species": ["C", "H", "H", "H", "C", "O", "C", "H", "C", "H", "C", "H", "N", "H", "H", "H"], "coordinates": [[-0.411, 0.920, 2.133], [1.634, -0.704, 1.248], [0.775, -2.269, -0.534], [0.508, 1.775, -2.212], [-0.844, -1.017, 0.453], [-0.276, 1.240, -2.383], [-0.226, 0.360, 0.797], [1.860, 0.446, -0.097], [0.375, -1.255, -0.462], [-0.540, 1.092, 0.047], [1.148, -0.227, 0.391], [0.181, -0.855, -1.461], [-0.565, 1.367, 3.190], [-0.982, 1.878, -2.540], [-0.826, -1.678, 1.325], [-1.844, -1.019, 0.013]], "mulliken_charge": [-0.010, 0.316, 0.343, 0.315, -0.749, -0.633, 0.526, 0.285, -0.372, 0.169, -0.794, 0.142, -0.447, 0.305, 0.299, 0.306], "spin_multiplicity": 1, "smiles": "N#CC1CCC1.O", "relative_energy_kj_mol": 162.3, "total_charge": 0, "energy_ev": -8867.530}

***

{"formula": "C5H8O", "method": "ωB97M-V with the def2-TZVPD basis set", "species": ["H", "H", "H", "C", "H", "C", "C", "H", "C", "H", "H", "C", "O", "H"], "coordinates": [[1.611, 1.061, -0.949], [1.040, -1.510, -0.453], [-0.636, -1.691, 0.115], [0.566, 1.082, -0.623], [-1.338, 0.257, -1.315], [0.113, -0.974, -0.235], [0.404, 0.248, 0.650], [-0.665, -1.046, 2.247], [-0.272, 0.013, -1.360], [0.210, 2.114, -0.593], [-0.004, -0.249, -2.385], [-1.373, -0.164, 2.175], [-0.826, 0.652, 1.328], [1.198, 0.223, 1.403]], "mulliken_charge": [0.260, 0.246, 0.374, -0.696, 0.214, -0.606, -0.063, 0.166, -0.521, 0.324, 0.345, -0.302, -0.138, 0.398], "spin_multiplicity": 1, "relative_energy_kj_mol": 396.7, "total_charge": 0, "energy_ev": -7358.143}

***

{"formula": "C20H57N2O3SSi6", "method": "ωB97M-V with the def2-TZVPD basis set", "species": ["O", "H", "H", "H", "C", "H", "C", "H", "H", "C", "H", "H", "H", "H", "O", "C", "H", "H", "H", "C", "C", "H", "N", "Si", "H", "C", "H", "H", "N", "H", "Si", "H", "S", "H", "H", "C", "H", "H", "H", "H", "H", "H", "Si", "H", "H", "H", "H", "H", "C", "C", "H", "H", "C", "Si", "H", "H", "H", "H", "H", "H", "C", "H", "C", "H", "H", "H", "H", "H", "H", "C", "C", "Si", "H", "C", "O", "H", "H", "H", "H", "H", "H", "H", "H", "Si", "C", "C", "H", "C", "C"], "coordinates": [[-0.663, -3.022, 6.521], [-5.390, 1.297, 0.635], [4.361, -0.726, -4.487], [2.676, 5.065, -4.399], [-1.056, -5.889, 6.798], [-0.107, -6.075, 6.292], [-5.483, 0.278, 0.253], [-2.028, -4.534, 4.057], [-1.628, -3.333, 2.821], [0.738, 5.481, -6.377], [-0.334, -4.206, 3.658], [-1.858, -5.951, 6.059], [-2.789, -2.880, 8.788], [-6.173, 0.289, -0.594], [3.623, 1.775, -2.644], [3.216, 2.102, -5.508], [3.923, 1.321, -5.800], [4.233, -1.963, -3.228], [0.688, 0.807, -1.823], [-3.003, -1.750, 5.351], [-1.565, -1.032, -3.354], [-0.319, 1.569, -0.580], [0.931, 6.689, -5.936], [3.720, 2.890, -3.883], [-4.634, -2.176, -1.781], [-1.702, 1.995, -3.545], [-0.068, -5.036, 9.739], [2.224, 1.655, -5.424], [-0.170, 7.079, -5.175], [-0.613, -0.620, 3.515], [-1.041, -4.204, 7.627], [-3.692, -2.560, 5.602], [0.040, 4.275, -7.310], [-4.589, -2.752, -0.106], [5.532, 4.321, -4.795], [2.597, 4.352, -3.576], [-2.457, -1.190, -3.965], [-2.483, 0.586, 1.593], [-0.120, -0.192, -0.605], [-1.213, -6.678, 7.537], [-3.021, -1.021, 6.165], [-3.093, -2.644, -1.044], [-1.264, -2.408, 5.093], [-3.367, -1.262, 4.444], [-0.699, -0.981, -4.018], [-3.516, -3.975, 7.602], [6.573, -0.492, -1.711], [4.053, -1.268, -0.335], [-2.738, -3.886, 8.364], [-4.055, -2.162, -0.855], [-2.541, 1.938, -4.242], [2.524, -0.429, -0.636], [5.481, 3.525, -4.048], [-3.813, -0.400, -0.255], [6.599, 0.673, -3.043], [0.228, -3.301, 9.561], [-1.763, 2.945, -3.010], [-0.159, -0.188, 5.171], [2.868, 4.867, -2.651], [-1.767, -0.940, 1.047], [-2.709, -0.431, 1.264], [0.819, -1.349, 4.256], [3.608, -0.303, -0.590], [-5.920, -0.343, 1.039], [1.554, 4.035, -3.502], [-1.617, 6.608, -6.758], [-3.201, -0.959, 2.085], [1.205, -4.467, 8.651], [-2.180, 7.608, -5.377], [-0.201, -1.008, 4.450], [6.147, 0.446, -2.075], [4.280, 0.309, -2.229], [5.836, 3.924, -3.094], [-0.224, 0.698, -1.233], [-3.121, 0.524, -1.449], [3.190, 2.852, -6.301], [3.838, 0.402, 0.212], [-1.105, 8.375, -6.652], [6.157, 2.724, -4.358], [2.802, -1.031, -3.705], [-0.778, 1.991, -4.126], [-1.440, -1.897, -2.698], [6.416, 1.242, -1.376], [-1.721, 0.551, -2.356], [-1.298, 7.436, -6.056], [3.880, -0.976, -3.539], [-2.955, -4.605, 9.157], [0.201, -4.254, 9.027], [-1.319, -3.750, 3.781]], "mulliken_charge": [-0.553, 0.293, 0.288, 0.223, -1.006, 0.278, -1.103, 0.298, 0.314, 0.282, 0.282, 0.292, 0.277, 0.287, -0.382, -0.974, 0.327, 0.407, 0.065, -0.889, -1.026, 0.347, -0.300, 0.385, 0.267, -0.908, 0.299, 0.256, -0.544, 0.160, 0.456, 0.279, -0.375, 0.380, 0.370, -0.854, 0.280, 0.395, 0.148, 0.379, 0.296, 0.314, 0.565, 0.305, 0.394, 0.291, 0.362, 0.314, -1.006, -1.041, 0.286, 0.057, -1.074, 0.463, 0.282, 0.284, 0.315, 0.297, 0.343, 0.176, -0.523, 0.278, -0.794, 0.309, 0.222, 0.140, -0.076, 0.283, 0.222, -0.842, -1.085, 0.590, 0.286, -0.567, -0.503, 0.418, 0.275, 0.185, 0.275, 0.223, 0.175, 0.315, 0.290, 0.435, -0.589, -1.001, 0.380, -1.039, -0.906], "spin_multiplicity": 1, "total_charge": -1, "energy_ev": -88899.808}

***

{"formula": "C43H84NO16P", "method": "ωB97M-V with the def2-TZVPD basis set", "species": ["H", "H", "H", "H", "H", "C", "H", "H", "C", "H", "H", "H", "C", "H", "H", "C", "H", "H", "H", "H", "N", "H", "C", "C", "H", "H", "O", "H", "C", "O", "H", "H", "C", "H", "H", "H", "H", "H", "C", "C", "C", "C", "C", "H", "H", "H", "H", "H", "H", "H", "H", "H", "O", "C", "O", "C", "H", "O", "H", "H", "H", "H", "H", "H", "H", "H", "H", "C", "H", "O", "C", "H", "O", "C", "H", "C", "C", "H", "H", "H", "C", "H", "H", "C", "H", "O", "O", "H", "H", "H", "H", "H", "O", "O", "H", "H", "C", "H", "H", "C", "C", "H", "H", "H", "H", "H", "H", "C", "P", "H", "H", "C", "O", "C", "H", "C", "H", "C", "O", "C", "H", "C", "O", "C", "H", "H", "C", "H", "H", "C", "H", "H", "C", "C", "C", "C", "H", "H", "C", "O", "C", "C", "C", "O", "H"], "coordinates": [[1.517, 3.713, 2.700], [7.755, 6.676, 6.019], [-2.183, -1.678, 2.274], [8.598, 5.124, -0.646], [-6.592, -1.786, -3.531], [-8.276, -1.353, 2.546], [-7.746, -4.196, -2.610], [10.297, 1.075, 3.243], [-0.313, 0.389, 3.965], [6.026, 0.687, 1.798], [-13.270, -2.003, -4.233], [9.048, 5.476, 5.984], [7.663, 4.120, 1.085], [-2.781, -0.575, 3.548], [9.880, -0.549, 3.645], [8.565, 5.137, 0.439], [9.251, -0.034, -1.426], [8.075, -1.098, 4.133], [-9.245, -5.539, -1.130], [-8.974, -1.352, 4.579], [9.249, 6.053, 0.996], [0.115, -0.375, 4.626], [9.554, 2.122, -1.063], [8.291, 2.051, -0.169], [10.438, 2.265, -0.452], [9.316, 0.946, -2.883], [-13.170, -4.093, -7.539], [8.077, -0.100, 1.626], [-4.525, -2.098, -5.934], [-4.813, -1.236, -6.721], [5.359, 2.529, 0.494], [1.175, 1.031, 1.458], [-12.212, -3.814, -6.501], [6.814, 7.227, 3.831], [0.717, 2.273, 4.169], [0.713, 3.754, 1.140], [11.191, 0.441, 1.182], [6.664, -0.951, 3.112], [-8.542, -3.722, -2.039], [2.737, 3.051, 1.092], [-13.353, -5.380, -7.814], [0.774, 1.384, 3.540], [7.453, -0.382, 3.603], [8.509, 3.675, -2.210], [-8.323, -0.274, 2.421], [8.453, 5.505, 3.743], [-7.337, -1.924, -6.499], [-12.350, -0.941, -3.135], [10.052, -0.910, 0.997], [-3.610, -4.138, 3.276], [-13.589, -7.236, -9.712], [-5.128, -4.894, 3.820], [-11.523, -2.797, -3.592], [9.805, 0.193, 2.850], [-12.827, -6.310, -7.262], [9.730, 0.826, -1.882], [-15.270, -6.721, -10.000], [-10.624, -2.068, -1.654], [-8.497, -1.821, 1.587], [5.662, 6.213, 4.668], [5.301, 3.637, 1.857], [7.975, 1.013, -0.093], [6.829, 3.476, 5.188], [-10.106, -3.652, -6.182], [9.195, 6.007, 2.014], [-10.565, -4.988, -7.247], [-10.247, -1.526, 3.361], [10.654, -0.343, 1.701], [3.624, 1.135, 1.571], [9.625, 2.974, 1.748], [0.708, 1.805, 2.068], [-6.162, -0.574, -4.739], [-5.188, -2.400, -4.820], [7.596, 5.282, 4.370], [-9.197, -2.895, 3.742], [8.302, 2.705, 1.234], [-12.661, -1.964, -3.335], [-1.851, -3.410, -7.106], [10.788, 0.594, -2.007], [-14.805, -7.428, -8.430], [7.695, 1.874, 2.422], [-3.279, -3.026, -8.099], [-12.410, -4.451, -5.640], [1.376, 3.159, 1.768], [9.491, 0.833, 4.982], [-14.221, -5.469, -8.822], [-6.900, -1.606, 2.891], [-0.335, 1.847, 1.763], [-8.440, -1.547, -5.169], [-12.415, -2.784, -6.220], [10.112, 4.155, -1.669], [6.021, 5.901, 2.957], [-5.222, -2.940, 3.117], [-3.487, -2.925, -6.034], [-7.720, -3.159, -5.292], [-1.098, 0.892, 4.544], [-2.703, -2.749, -7.218], [-10.612, -3.325, -7.852], [-4.809, -4.699, 2.082], [-7.536, -2.094, -5.442], [-6.379, -1.631, -4.586], [-9.687, -4.073, -0.245], [9.958, 3.040, -3.001], [1.749, 0.931, 3.736], [7.492, 1.442, 5.720], [7.339, 4.529, 2.037], [-13.226, -2.348, -2.488], [-10.596, -2.766, -2.633], [8.708, 1.960, 5.249], [7.494, 2.546, -0.724], [5.774, 1.547, 3.312], [6.157, 1.651, 2.294], [-9.633, -3.616, -2.973], [-1.914, -1.123, 3.167], [7.468, 4.996, 6.525], [7.985, 5.633, 5.810], [6.262, 3.775, 3.591], [6.451, 6.203, 3.912], [-7.168, -3.781, 2.348], [-10.785, -3.956, -6.979], [6.942, 0.239, 4.331], [-9.229, -1.813, 3.625], [-0.873, -0.237, 2.835], [3.748, 2.184, 1.846], [6.775, 4.070, 0.462], [3.557, 2.282, 2.920], [9.525, 3.317, -2.041], [-1.596, -1.831, 3.941], [-2.372, -1.717, -7.311], [8.286, 0.410, 2.567], [3.159, 4.056, 1.001], [-8.216, -2.720, -1.759], [9.481, 3.335, 3.051], [7.156, 3.809, 4.200], [-8.900, -4.550, -0.827], [8.171, 2.759, 3.636], [11.402, -1.034, 2.091], [-8.027, -4.663, -0.184], [-4.668, -4.258, 3.066], [10.315, 3.989, 3.611], [-14.480, -6.805, -9.261], [-6.501, -2.865, 2.752], [5.190, 2.596, 1.572], [9.325, 2.893, 6.216], [2.608, 2.674, 0.074]], "mulliken_charge": [0.458, 0.439, 0.249, 0.555, 0.209, 0.077, 0.287, 0.253, -0.722, 0.702, 0.211, 0.348, -0.529, 0.349, 0.778, -1.029, 0.361, 0.356, 0.349, 0.314, -0.874, 0.377, 1.210, -2.142, 0.233, 0.510, -0.373, 0.420, 0.790, -0.557, 0.252, 0.295, -0.001, 0.442, 0.355, 0.327, 0.247, 0.348, -0.097, -0.857, 0.737, -0.517, -1.473, 0.312, 0.284, -0.422, 0.485, 0.323, 0.233, 0.176, 0.293, 0.315, -0.144, -1.394, -0.558, -1.760, 0.219, -0.591, 0.100, 0.435, 0.312, 0.618, 1.440, -0.085, 0.490, 0.337, 0.379, -1.402, 0.406, -0.451, -0.498, 0.377, -0.371, 1.462, 0.307, 2.045, -0.723, 0.219, 0.354, 0.298, 2.913, 0.296, 0.319, -0.971, 0.005, -0.357, -0.360, 0.552, 0.309, 0.160, 0.412, 0.272, -0.267, -0.351, 0.228, 0.353, -0.639, 0.355, 0.332, -0.971, -0.309, 0.343, 0.484, 0.093, 0.121, -0.312, 0.323, 0.687, 0.513, 0.757, 0.354, -2.714, -0.277, -0.790, 0.278, -1.545, -0.176, -1.775, -0.570, -0.730, 0.281, -1.170, -0.264, -0.749, 0.768, 0.379, -1.785, 0.314, 0.299, 0.499, 0.409, 0.303, -1.277, -2.764, -1.330, 2.448, 0.436, 0.347, -0.678, -0.541, -0.635, 0.766, -0.416, -0.740, 0.271], "spin_multiplicity": 1, "smiles": "[H]/N=C\\C[C@@]1(CC(C)C)OC(=O)[C@](CC(C)C)([PH2]=O)[C@]1(CCCCCCCCOC)[C@H](C)CC.CCOC(=O)OC.CCOC(=O)OC.CCOC(=O)OC.CCOC(=O)OC", "total_charge": 0, "energy_ev": -89491.794}

***

| no. | HOMO energy (eV) | gap between HOMO and LUMO (eV) |
| --- | --- | --- |
| 1 | -11.03 | 11.46 |
| 2 | -8.53 | 9.28 |
| 3 | -2.17 | 3.90 |
| 4 | -9.73 | 10.17 |